A molecular structure, C16H32N3OPSr, computed with the ωB97M-V functional and the def2-TZVPD basis.

```
! RIJCOSX wB97M-V def2-TZVPD def2/J DEFGRID3
* xyz 2 1
Sr 0.338 1.198 -1.809
C -4.006 -2.730 -1.306
C -2.782 -2.054 -0.680
C -2.823 -2.184 0.842
C -2.642 -0.609 -1.140
C -2.983 -0.222 -2.442
C -2.939 1.106 -2.853
C -2.519 2.118 -1.988
C -2.534 3.571 -2.405
C -2.120 1.734 -0.710
C -2.200 0.405 -0.289
H -4.133 -3.724 -0.879
H -3.914 -2.857 -2.385
H -4.915 -2.158 -1.101
H -1.895 -2.587 -1.039
H -3.660 -1.620 1.262
H -1.905 -1.838 1.324
H -2.958 -3.229 1.116
H -3.346 -0.963 -3.142
H -3.268 1.364 -3.854
H -1.604 3.887 -2.893
H -2.691 4.223 -1.548
H -3.332 3.757 -3.122
H -1.902 2.503 0.027
H -1.955 0.179 0.740
C 4.170 0.348 2.077
N 3.727 -0.055 0.736
C 4.608 -1.046 0.081
P 2.192 0.066 0.254
O 2.073 0.010 -1.262
N 1.575 1.581 0.682
C 2.510 2.710 0.428
C 0.780 1.800 1.912
N 1.129 -1.028 0.874
C 0.799 -2.202 0.036
C 1.378 -1.434 2.274
H 5.138 0.842 2.000
H 4.272 -0.516 2.735
H 3.467 1.045 2.530
H 5.615 -0.633 0.024
H 4.269 -1.253 -0.930
H 4.646 -1.976 0.652
H 3.165 2.494 -0.415
H 3.137 2.913 1.296
H 1.936 3.614 0.220
H 0.085 0.982 2.065
H 0.213 2.722 1.800
H 1.416 1.911 2.793
H 0.393 -1.909 -0.926
H 0.037 -2.775 0.559
H 1.659 -2.852 -0.136
H 1.689 -0.588 2.884
H 2.150 -2.205 2.332
H 0.458 -1.832 2.699
*
```

## Properties
E_HOMO in eV: -15.38
Energy above the lowest of the compared OMol25 structures with the same formula, charge and spin in eV: 0.269



A molecular structure, C16H32N6O3P2S2V, computed with the ωB97M-V functional and the def2-TZVPD basis.

```
! RIJCOSX wB97M-V def2-TZVPD def2/J DEFGRID3
* xyz 3 3
V 0.230 0.007 0.309
C 1.308 -3.473 1.132
N 0.741 -3.833 -0.167
C 1.121 -5.174 -0.658
P 0.180 -2.737 -1.208
O -0.492 -1.602 -0.391
O 1.356 -2.010 -2.042
P 2.464 -0.915 -1.682
O 1.895 0.025 -0.589
N 3.724 -1.683 -1.026
C 4.529 -1.150 0.086
C 4.463 -2.607 -1.911
N 2.648 -0.120 -3.074
C 3.681 0.940 -3.043
C 2.396 -0.665 -4.418
N -0.777 -3.341 -2.332
C -2.075 -3.896 -1.887
C -0.376 -3.749 -3.687
H 1.219 -4.331 1.797
H 0.733 -2.659 1.577
H 2.362 -3.193 1.057
H 0.865 -5.906 0.106
H 2.191 -5.230 -0.863
H 0.567 -5.415 -1.561
H 3.935 -0.467 0.688
H 5.407 -0.624 -0.290
H 4.859 -1.984 0.704
H 3.808 -3.007 -2.686
H 4.832 -3.439 -1.314
H 5.310 -2.106 -2.381
H 3.800 1.333 -2.032
H 3.355 1.756 -3.686
H 4.639 0.563 -3.403
H 1.574 -1.374 -4.392
H 3.288 -1.147 -4.821
H 2.120 0.162 -5.070
H -2.340 -3.511 -0.903
H -2.029 -4.985 -1.846
H -2.840 -3.593 -2.599
H 0.611 -3.367 -3.931
H -1.098 -3.359 -4.403
H -0.359 -4.837 -3.761
C 1.334 -0.597 3.738
C 0.395 0.513 3.418
N -0.015 0.798 2.186
C -0.908 1.871 2.167
C -1.176 2.374 3.392
S -0.300 1.517 4.588
C -1.405 2.288 0.860
C -2.227 3.309 0.523
S -2.476 3.327 -1.172
C -1.448 2.001 -1.381
N -0.968 1.548 -0.232
C -1.134 1.380 -2.697
H 2.050 -0.736 2.926
H 0.779 -1.524 3.895
H 1.896 -0.391 4.648
H -1.823 3.194 3.659
H -2.699 4.036 1.163
H -1.539 1.968 -3.518
H -1.569 0.380 -2.749
H -0.052 1.305 -2.826
*
```

## Properties
E_HOMO (spin up / spin down) in eV: -17.41 / -17.40



A molecular structure, C16H32O, computed with the ωB97M-V functional and the def2-TZVPD basis.

```
! RIJCOSX wB97M-V def2-TZVPD def2/J DEFGRID3
* xyz 0 1
C 4.339 2.896 -0.162
C 5.477 1.941 -0.850
C 6.043 1.033 0.140
C 5.289 -0.473 0.080
C 3.777 -0.626 0.323
C 3.140 -1.957 0.585
C 1.642 -2.055 1.143
C 0.741 -1.329 -0.175
C -0.744 -1.473 0.296
C -1.626 -0.967 -0.642
C -3.175 -0.850 -0.156
C -4.187 -0.355 -1.295
C -5.531 -0.853 -0.952
C -6.008 0.177 0.437
C -5.921 1.589 0.104
C -4.627 2.106 0.731
O -3.788 1.502 1.480
H -4.318 3.019 0.157
H -6.059 2.016 -0.849
H -6.642 2.154 1.024
H -5.493 -0.216 1.180
H -7.190 -0.080 0.742
H -6.175 -0.253 -1.635
H -5.785 -1.688 -0.504
H -3.895 -0.736 -2.411
H -3.800 0.642 -1.300
H -3.213 -0.719 0.778
H -3.320 -1.942 -0.052
H -1.615 -1.474 -1.477
H -1.400 0.095 -0.722
H -0.905 -2.445 0.498
H -0.863 -1.010 1.218
H 0.934 -1.822 -0.987
H 0.953 -0.418 -0.231
H 1.430 -3.038 1.163
H 1.661 -1.187 1.957
H 3.822 -2.447 1.065
H 3.292 -2.318 -0.183
H 3.602 0.071 1.467
H 3.078 0.255 -0.167
H 5.434 -0.927 -0.740
H 5.630 -1.029 1.032
H 5.678 1.304 1.206
H 6.904 0.669 0.011
H 4.778 1.474 -1.760
H 6.300 2.490 -1.255
H 3.526 2.241 0.206
H 4.864 3.339 0.591
H 3.943 3.673 -1.111
*
```

## Properties
E_HOMO in eV: -9.49
Energy above the lowest of the compared OMol25 structures with the same formula, charge and spin in eV: 15.257



2 unconnected molecules or ions with the total composition C16H32O, computed with the ωB97M-V functional and the def2-TZVPD basis.

```
! RIJCOSX wB97M-V def2-TZVPD def2/J DEFGRID3
* xyz 0 1
C -2.948 1.073 5.301
C -2.780 2.134 4.171
C -3.629 1.721 2.864
C -3.275 2.611 1.720
C -3.944 2.320 0.566
C -3.622 0.789 -0.187
C -2.194 0.653 -0.735
C -1.207 0.251 0.031
C 0.205 0.243 -0.591
C 1.160 -0.544 0.409
C 2.515 -0.469 -0.338
C 2.892 -1.082 -1.640
C 4.446 -1.017 -1.736
C 4.502 -1.686 -3.325
C 4.359 -3.051 -3.406
C 4.737 -3.877 -4.707
O 5.270 -3.172 -5.455
H 4.537 -4.913 -4.769
H 4.708 -3.611 -2.648
H 3.181 -3.489 -3.301
H 5.699 -1.435 -3.570
H 3.949 -1.312 -4.123
H 4.578 -0.123 -1.927
H 4.846 -1.858 -1.189
H 2.245 -0.414 -2.446
H 2.421 -2.132 -1.382
H 3.365 -0.897 0.753
H 2.750 0.668 -0.353
H 0.919 -1.756 0.412
H 1.079 -0.211 1.427
H 0.060 -0.220 -1.607
H 0.550 1.314 -0.664
H -1.616 -0.897 0.210
H -1.129 0.617 1.150
H -2.221 0.320 -1.745
H -2.108 1.878 -1.128
H -4.370 0.859 -1.061
H -3.916 -0.199 0.503
H -5.158 2.108 0.682
H -4.024 2.864 -0.457
H -3.625 3.455 2.106
H -2.236 2.335 1.308
H -4.449 1.525 3.086
H -3.056 0.558 2.669
H -2.917 3.111 4.238
H -1.683 2.176 3.961
H -2.570 0.106 5.144
H -2.329 1.469 6.318
H -3.967 1.207 5.462
*
```

## Properties
E_HOMO in eV: -9.19
Energy above the lowest of the compared OMol25 structures with the same formula, charge and spin in eV: 14.849



Question: What is the formula in the third record?
Answer: C16H32O



Question: Which formula does entry 3 have?
Answer: C16H32O